No. 1
{
  "formula": "C65H145F2NO7P4S2",
  "method": "ωB97M-V with the def2-TZVPD basis set",
  "homo_lumo_gap_ev": 9.158,
  "charge": 2,
  "homo_energy_ev": -12.27,
  "symbols": ["S", "S", "P", "P", "P", "P", "F", "F", "O", "O", "O", "O", "O", "O", "O", "N", "C", "C", "C", "C", "C", "C", "C", "C", "C", "C", "C", "C", "C", "C", "C", "C", "C", "C", "C", "C", "C", "C", "C", "C", "C", "C", "C", "C", "C", "C", "C", "C", "C", "C", "C", "C", "C", "C", "C", "C", "C", "C", "C", "C", "C", "C", "C", "C", "C", "C", "C", "C", "C", "C", "C", "C", "C", "C", "C", "C", "C", "C", "C", "C", "C", "H", "H", "H", "H", "H", "H", "H", "H", "H", "H", "H", "H", "H", "H", "H", "H", "H", "H", "H", "H", "H", "H", "H", "H", "H", "H", "H", "H", "H", "H", "H", "H", "H", "H", "H", "H", "H", "H", "H", "H", "H", "H", "H", "H", "H", "H", "H", "H", "H", "H", "H", "H", "H", "H", "H", "H", "H", "H", "H", "H", "H", "H", "H", "H", "H", "H", "H", "H", "H", "H", "H", "H", "H", "H", "H", "H", "H", "H", "H", "H", "H", "H", "H", "H", "H", "H", "H", "H", "H", "H", "H", "H", "H", "H", "H", "H", "H", "H", "H", "H", "H", "H", "H", "H", "H", "H", "H", "H", "H", "H", "H", "H", "H", "H", "H", "H", "H", "H", "H", "H", "H", "H", "H", "H", "H", "H", "H", "H", "H", "H", "H", "H", "H", "H", "H", "H", "H", "H", "H", "H", "H", "H", "H", "H", "H"],
  "coordinates": [[0.5753, 5.2032, 4.1625], [1.5698, 3.4134, 3.1958], [-4.4920, 4.6389, 5.6023], [4.8236, -1.9414, -4.3617], [2.5250, -2.4482, 1.7588], [-3.3280, -0.9670, -4.2510], [0.9781, 6.7051, 4.5520], [2.9437, 3.1205, 2.3686], [-0.6858, 5.4310, 3.4512], [1.7634, -0.5073, -1.2348], [0.3781, 4.6627, 5.5189], [0.4772, -1.5204, -2.6739], [-0.2504, 0.0600, -1.2345], [1.7565, 2.5687, 4.3886], [0.4317, 3.0296, 2.3927], [1.9243, 4.8000, 3.3234], [-2.6958, 4.3304, 7.7757], [-7.6189, 5.9319, 6.7276], [-1.6768, -5.1522, -6.5869], [-2.8775, -1.6143, -2.4997], [2.2423, -1.5122, -5.6396], [4.2226, -3.1971, -3.1102], [7.5650, -2.9260, -3.9567], [-6.2646, 2.8863, -4.0509], [-4.0458, -2.4886, -1.9202], [-1.3790, 3.7977, 8.0944], [-2.9753, 3.9391, 6.3408], [1.2919, -1.4520, -6.9158], [0.7711, -5.8108, -0.2734], [-1.6713, 1.2353, -4.6584], [4.4249, -5.4812, 3.9775], [2.0727, -3.6060, 0.3403], [3.7505, -1.8029, -5.9513], [-4.5153, 6.4296, 5.6500], [-5.2116, 2.8851, 0.8896], [2.9647, -3.5472, 3.1543], [2.9811, -4.8527, -4.7171], [-3.2703, 7.1658, 5.0591], [-1.8884, -0.1874, -5.2323], [4.0666, -4.5763, 2.8093], [6.4849, -2.5135, -4.9233], [8.9761, -2.9573, -4.4516], [-3.9788, -2.3277, -5.2776], [-3.9427, -2.8364, -0.3619], [-0.4244, 1.7783, -5.4173], [-6.1018, 1.9430, -2.8617], [-7.2225, 4.7254, 5.9244], [-1.1464, 3.8862, 9.6515], [-5.9413, 4.0578, 6.5643], [4.1251, -4.6448, -3.7354], [2.4334, -6.2757, -4.9265], [0.2298, -5.2535, -1.6216], [-8.7714, 6.6305, 6.0952], [4.9412, -0.3356, -3.3990], [1.3067, -2.7577, -7.6036], [3.8437, -1.4130, 1.1448], [0.6767, -0.7263, -1.7800], [-4.7229, 2.5224, 3.5190], [-4.3556, 2.3026, 1.9596], [-4.5143, 9.4078, 4.9133], [-4.4683, 4.0258, 3.8605], [-4.8525, 1.1075, -2.9271], [4.6095, -0.3988, 3.4866], [-0.6701, 1.8410, -6.9811], [6.3227, 0.1347, -2.7927], [0.9315, -0.5886, 3.3327], [-2.5230, -3.2514, 0.0446], [1.0521, -1.4829, 2.0489], [6.2234, 1.5041, -2.2547], [5.0410, -1.0346, 2.1481], [10.1958, -2.5963, -3.5641], [-1.9076, -3.6763, -6.0741], [0.9673, -4.6713, 0.7092], [-4.7467, 0.1140, -4.1050], [-3.2497, -3.6660, -5.2272], [5.8849, -6.0056, 3.7582], [-0.5724, -0.1786, 3.4097], [5.7368, 0.3674, 4.1392], [5.2689, 1.6667, -1.0179], [-3.3042, 8.6246, 5.4873], [-1.0591, 0.4319, 4.7320], [-4.0299, -3.4519, -2.4302], [4.2747, -1.1407, 4.2117], [1.2964, -5.1196, 1.6466], [-1.9292, -2.1233, -2.6719], [1.7510, -2.2310, -4.9839], [-2.2426, -3.3747, 1.0907], [0.0125, -4.2200, 0.9791], [-1.0746, 2.8420, 7.6678], [-3.4749, 4.1064, 8.5043], [-3.4198, 8.6604, 6.5706], [3.9956, -5.3892, -2.9499], [-3.3736, 2.6214, 1.6099], [-5.7839, 2.3850, 3.7275], [1.5581, -6.4220, -4.2936], [-4.6440, 9.1985, 3.8515], [-0.5204, 0.9331, -7.5656], [-6.8396, 6.6904, 6.8011], [4.3637, -4.9214, 4.9107], [-5.2062, 4.6137, 3.3147], [-2.6276, -5.5941, -6.8849], [-7.6374, 5.5600, 7.7520], [3.3615, -0.5246, 0.7370], [0.0989, 2.5484, -7.2915], [7.2702, 1.7499, -2.0762], [9.1291, -2.2401, -5.2581], [-2.1661, 4.2341, 5.6727], [-3.1788, 2.8908, 6.1222], [4.2088, -1.0849, -6.6314], [3.4756, -2.7073, -2.4855], [-3.2081, 7.1714, 3.9708], [-5.9294, 2.9682, 6.5925], [-1.6814, 2.1561, -7.2384], [1.6598, -0.5911, -7.4739], [-7.9492, 3.9161, 5.9953], [-1.8497, -2.5054, -0.3778], [-4.0069, 1.7952, -2.9172], [4.9903, -5.0555, -4.2558], [-4.8024, -3.4406, -0.0723], [3.0509, -4.0716, 0.2199], [-3.0886, -3.9981, -4.2016], [9.1047, -3.9391, -4.9071], [0.5569, 0.2956, -0.7715], [1.6550, 0.2240, 3.2658], [5.3207, 0.9802, 4.9388], [4.2312, 1.7483, -1.3413], [10.2800, -3.1151, -2.6091], [5.7345, -0.4131, 1.5817], [5.1968, 0.8175, -0.3384], [6.9164, -1.8056, -5.6310], [2.1835, -4.3170, -4.2023], [-2.4822, 1.9477, -4.8105], [2.0789, -4.0885, 3.4866], [3.9096, -2.7247, -6.5109], [-3.5255, 4.3341, 3.4085], [0.8649, -2.4842, -8.5618], [2.9956, -4.4455, -5.7281], [-1.1695, -3.2702, -5.3824], [-4.0542, -1.9414, 0.2501], [-4.5190, 10.4957, 4.9804], [6.6745, -0.5689, -2.0382], [3.7673, -6.3471, 4.0543], [-5.6063, -0.5342, -4.2751], [3.9091, -5.2344, 1.9548], [4.6035, 0.5083, -4.0006], [9.8363, -1.6544, -3.1498], [-9.6459, 5.9815, 6.0494], [-2.3055, 8.9568, 5.2039], [-5.6788, 4.4156, 7.5598], [5.0076, -3.1778, -2.3542], [-0.7290, -0.0036, 5.6751], [-9.1061, 7.5269, 6.6173], [-8.7678, 7.0120, 5.0741], [-2.7844, -0.7181, -1.8863], [-5.5425, 3.9115, 1.0477], [4.3121, -1.9447, 0.3166], [-4.1989, -2.0474, -6.3077], [-7.1299, 5.0613, 4.8916], [-6.8648, 1.1645, -2.8596], [-0.5919, -5.7338, -2.1528], [1.2318, -1.2624, 4.1351], [0.6218, -1.1240, 1.1140], [-4.7415, 0.6799, -5.0366], [6.1801, -6.2752, 2.7441], [-4.5824, 3.0093, 0.0082], [-2.6706, 5.4132, 7.8980], [-4.8942, 0.6115, -1.9574], [6.3834, -3.2744, -5.6972], [3.2531, -2.9553, 4.0230], [1.7447, -6.2879, -0.3857], [3.7519, 0.1460, 3.0921], [-0.7788, 0.5690, 2.6439], [7.5218, -2.2828, -3.0778], [1.0981, -5.2030, -2.2785], [6.9634, 0.2583, -3.6658], [-4.6396, 6.6943, 6.7000], [-5.2826, 3.2070, -4.3986], [-2.1082, 0.1359, 4.7301], [0.2184, -1.2749, -6.8498], [6.4474, 0.8310, 3.4550], [-1.1370, 4.9405, 9.9277], [-5.4462, 6.6816, 5.1419], [6.1410, 2.3266, -2.9651], [-0.5448, 4.3812, 7.7050], [-1.2250, -5.8641, -5.8961], [-1.5909, 1.1438, -3.5753], [-1.0274, 1.5129, 4.8683], [2.1421, -6.4312, -5.9653], [2.1305, -0.6396, -4.9960], [-6.0444, 2.5024, -1.9280], [-5.4265, 9.1245, 5.4383], [-1.2139, -1.0476, 3.2636], [-2.3760, 6.6539, 5.4143], [-4.2747, 1.8399, 4.2412], [-1.9430, 3.3563, 10.1737], [6.5741, -5.3114, 4.2390], [-2.0109, -2.9455, -6.8762], [0.3842, -2.3024, 2.3146], [-0.1496, 3.6246, 10.0064], [-5.0294, -2.0228, -1.9795], [-1.0468, -5.1415, -7.4763], [5.9715, -6.9868, 4.2249], [5.6875, -1.8832, 2.3720], [7.3358, -3.8679, -3.4583], [0.4731, 1.1821, -5.2530], [-6.6653, 2.3001, -4.8779], [-2.0875, -0.3399, -6.2930], [-0.2636, 2.7302, -4.9113], [-6.1060, 2.2874, 0.7136], [0.7336, -3.3752, -6.9120], [3.1098, -7.0662, -4.6016], [0.1284, -6.6030, 0.1108], [4.9837, -4.0744, 2.5006], [-4.9616, -2.5637, -4.8696], [1.7788, -2.8812, -0.4189], [-2.3714, -4.1720, -0.5190], [4.1851, -0.2796, -2.6159], [6.3414, -0.3876, 4.6416], [5.6726, 2.4383, -0.3623], [-4.3743, 1.2278, 1.7794], [-3.9338, -4.4230, -5.6104], [-6.8601, 3.7873, -3.9035], [-1.2347, -0.9510, -4.8107], [2.2630, -3.1786, -7.9142], [11.1532, -2.4629, -4.0679], [-0.2611, -4.2843, -1.5329]]
}

No. 2
{
  "formula": "C18H26N6O",
  "method": "ωB97M-V with the def2-TZVPD basis set",
  "homo_lumo_gap_ev": 8.598,
  "smiles": "Cc1cc(C)nc(-n2nc(C)cc2NC(=O)CN2CCC[C@@H](C)C2)n1",
  "homo_energy_ev": -8.02,
  "symbols": ["O", "N", "N", "N", "N", "N", "N", "C", "C", "C", "C", "C", "C", "C", "C", "C", "C", "C", "C", "C", "C", "C", "C", "C", "C", "H", "H", "H", "H", "H", "H", "H", "H", "H", "H", "H", "H", "H", "H", "H", "H", "H", "H", "H", "H", "H", "H", "H", "H", "H", "H"],
  "coordinates": [[-1.6117, -1.2669, 0.2842], [0.4049, -0.2386, 0.1535], [2.5897, -1.2176, 0.0584], [3.1825, -2.4318, 0.0411], [2.6848, 1.0979, 0.0328], [4.6523, -0.2086, -0.0488], [-2.9095, 1.4519, 0.3164], [5.3875, 0.8900, -0.0948], [3.4116, 2.2111, -0.0145], [3.3377, -0.0660, 0.0119], [-3.6032, 1.1747, 1.5569], [-1.5003, 1.1907, 0.2524], [6.8670, 0.7120, -0.1595], [0.9479, -2.6927, 0.1501], [-0.9594, -0.2510, 0.2342], [-4.3441, -0.2446, -0.8643], [-5.2267, -0.4185, -2.0950], [1.2152, -1.3501, 0.1251], [2.4974, -4.7772, 0.0950], [-3.7144, 1.1564, -0.8499], [-4.2265, -0.2221, 1.6294], [2.2200, -3.3190, 0.0952], [2.6626, 3.5039, -0.0125], [-5.1413, -0.4339, 0.4269], [4.7960, 2.1538, -0.0807], [-1.1168, 1.6793, -0.6523], [-3.5452, -0.9899, -0.8860], [-4.6455, -0.2947, -3.0065], [-1.0361, 1.6850, 1.1154], [5.3914, 3.0514, -0.1180], [1.6929, 3.3787, 0.4618], [0.9374, 0.6353, 0.1152], [-4.4047, 1.9210, 1.6434], [-4.7876, -0.3204, 2.5610], [3.2292, 4.2746, 0.5034], [-5.5731, -1.4364, 0.4553], [2.0179, -5.2502, -0.7605], [2.1009, -5.2348, 0.9999], [-4.5242, 1.8987, -0.8724], [-0.0144, -3.1551, 0.2006], [-5.6727, -1.4104, -2.1046], [3.5694, -4.9417, 0.0458], [-3.1005, 1.3025, -1.7420], [-3.4395, -0.9756, 1.6157], [7.3381, 1.1802, 0.7031], [2.5004, 3.8293, -1.0400], [-2.9094, 1.3266, 2.3869], [7.2629, 1.1837, -1.0571], [7.1007, -0.3478, -0.1707], [-5.9624, 0.2890, 0.4565], [-6.0289, 0.3179, -2.0972]]
}

No. 3
{
  "formula": "C17H26F6IrN2P2Se2SiTe2",
  "method": "ωB97M-V with the def2-TZVPD basis set",
  "homo_lumo_gap_ev": [6.286, 5.025],
  "homo_energy_ev": [-7.47, -7.46],
  "spin_multiplicity": 2,
  "symbols": ["Ir", "Te", "Te", "Se", "Se", "P", "P", "Si", "F", "F", "F", "F", "F", "F", "N", "N", "C", "C", "C", "C", "C", "C", "C", "C", "C", "C", "C", "C", "C", "C", "C", "C", "C", "H", "H", "H", "H", "H", "H", "H", "H", "H", "H", "H", "H", "H", "H", "H", "H", "H", "H", "H", "H", "H", "H", "H", "H", "H", "H"],
  "coordinates": [[1.0422, -0.5026, 0.5276], [2.5205, -0.4514, 3.9221], [3.6083, -0.2204, 1.3366], [0.3212, -0.4682, 2.8892], [4.2810, 2.0670, 1.1627], [-1.0611, -0.9961, -0.3132], [1.5735, -4.2393, 1.3893], [0.1586, 2.9574, 0.3844], [3.0204, -4.3770, 0.7271], [2.2394, -3.7589, 2.7637], [1.6353, -2.5576, 0.8915], [0.8952, -4.5357, -0.0358], [0.1151, -3.9042, 1.9962], [1.5080, -5.7510, 1.8357], [1.7531, -0.1310, -1.3845], [0.8284, 1.4169, -0.1498], [1.4200, 4.3290, 0.4425], [-0.6103, 2.7454, 2.0636], [-1.1619, 3.4810, -0.8466], [1.4491, 1.1935, -1.3248], [-4.3350, 0.5900, 1.5811], [2.3777, -0.7017, -2.4228], [2.4090, 1.4531, -3.4768], [2.7121, 0.0883, -3.5051], [-2.4581, -0.7061, 0.8005], [1.7804, 2.0327, -2.3985], [-3.3072, 0.3898, 0.6713], [2.6512, -2.1722, -2.3521], [-3.6865, -1.4026, 2.7573], [-1.2697, -2.7226, -0.8111], [-1.4496, -0.0943, -1.8395], [-4.5243, -0.3041, 2.6249], [-2.6559, -1.6030, 1.8522], [-3.1759, 1.0929, -0.1399], [2.6851, 2.0724, -4.3211], [-1.1448, -3.3861, 0.0408], [2.0935, 4.2022, 1.2885], [2.0393, 4.3723, -0.4546], [3.2161, -0.3530, -4.3528], [1.5666, 3.0903, -2.3642], [-2.0067, -2.4652, 1.9643], [-1.5739, 4.4449, -0.5360], [-0.7284, -0.3898, -2.6026], [-0.5009, -2.9827, -1.5394], [-1.1259, 3.6733, 2.3276], [0.1532, 2.5625, 2.8216], [-2.2607, -2.8547, -1.2468], [-5.3271, -0.1474, 3.3333], [-4.9900, 1.4443, 1.4706], [1.8854, -2.7265, -2.8994], [3.6130, -2.4054, -2.8064], [-0.7589, 3.6112, -1.8538], [2.6483, -2.5287, -1.3236], [-2.4533, -0.3477, -2.1818], [-1.3432, 1.9369, 2.1043], [-3.8320, -2.1050, 3.5672], [0.9006, 5.2866, 0.5425], [-1.3660, 0.9793, -1.6915], [-1.9936, 2.7788, -0.9059]]
}

Table of maximum force (eV/Å), in record order: 12.26, 1.16, 0.20
Table of DFT total energy (eV), in record order: -149822.3382, -30077.0406, -211920.2352